{"formula": "C41H34GeIrN2O2S", "method": "ωB97M-V with the def2-TZVPD basis set", "species": ["Ir", "C", "C", "C", "C", "C", "C", "C", "H", "H", "H", "H", "H", "H", "H", "H", "O", "S", "O", "N", "C", "C", "C", "C", "C", "C", "C", "C", "N", "C", "C", "C", "C", "C", "C", "C", "H", "H", "H", "H", "H", "H", "H", "H", "H", "H", "H", "C", "Ge", "C", "C", "C", "C", "C", "C", "C", "C", "C", "C", "C", "C", "C", "C", "C", "C", "C", "C", "H", "H", "H", "H", "H", "H", "H", "H", "H", "H", "H", "H", "H", "H", "H"], "coordinates": [[-1.58364, 0.94038, 0.60446], [1.43850, 2.46871, -1.14075], [1.23470, 1.71865, 0.14050], [2.04175, 0.69330, 0.54413], [1.82933, 0.04996, 1.79238], [0.82636, 0.44128, 2.62452], [-0.06736, 1.49729, 2.25825], [0.13927, 2.10224, 0.98290], [1.82491, 3.47180, -0.94591], [0.49010, 2.58420, -1.66879], [2.14308, 1.95589, -1.79440], [2.85950, 0.36971, -0.08858], [2.49496, -0.74989, 2.09410], [0.72360, -0.02839, 3.59325], [-0.65250, 1.97559, 3.03110], [-0.35392, 3.05764, 0.78810], [-2.71589, 2.87664, -0.48274], [-3.78508, 1.96714, -0.91159], [-5.08641, 2.12713, -0.33045], [-3.09273, 0.53990, -0.64344], [-3.49101, -0.68739, -1.12128], [-4.68983, -0.87799, -1.80515], [-4.94914, -2.06645, -2.47460], [-4.02440, -3.08411, -2.47603], [-2.84208, -2.96464, -1.72136], [-1.89930, -4.03202, -1.67527], [-0.77231, -3.91915, -0.89046], [-0.60326, -2.80241, -0.10024], [-1.52519, -1.78314, -0.07443], [-2.60211, -1.78627, -0.98239], [-3.93665, 2.10405, -2.66967], [-5.15616, 2.42509, -3.23806], [-5.24642, 2.53601, -4.61838], [-4.12719, 2.31802, -5.40597], [-2.90741, 1.99199, -4.82270], [-2.80640, 1.88536, -3.44740], [-5.41498, -0.07775, -1.84133], [-5.88289, -2.16954, -3.01200], [-4.19464, -3.99991, -3.02619], [-2.08366, -4.90986, -2.27913], [-0.01082, -4.68539, -0.86298], [0.24469, -2.67725, 0.55473], [-6.01498, 2.58355, -2.59962], [-6.19224, 2.79108, -5.07687], [-4.20364, 2.40101, -6.48208], [-2.03810, 1.82079, -5.44284], [-1.86965, 1.62905, -2.96871], [-1.36406, -0.85969, 0.99726], [-1.59028, -1.67701, 2.79715], [-2.15268, -0.19574, 3.95423], [-1.52208, 0.26412, 5.10367], [-1.98886, 1.38781, 5.77894], [-3.09585, 2.07297, 5.30741], [-3.75095, 1.61909, 4.16823], [-3.28693, 0.49340, 3.51058], [-3.18651, -2.83623, 2.70285], [-4.16008, -2.72521, 3.69372], [-5.29587, -3.52155, 3.68043], [-5.48529, -4.44735, 2.66581], [-4.52289, -4.58010, 1.67565], [-3.38713, -3.78488, 1.70069], [-0.14463, -2.85143, 3.47601], [-0.05844, -4.12871, 2.91728], [0.90672, -5.03831, 3.32134], [1.81542, -4.69278, 4.31171], [1.73549, -3.43797, 4.89417], [0.76660, -2.53474, 4.47986], [-0.64593, -0.23316, 5.49578], [-1.47710, 1.72880, 6.66993], [-3.45255, 2.95296, 5.82697], [-4.61673, 2.14396, 3.78536], [-3.80881, 0.16080, 2.62079], [-4.03818, -2.00252, 4.49190], [-6.03663, -3.41181, 4.46236], [-6.37570, -5.06271, 2.64830], [-4.65462, -5.30180, 0.87905], [-2.65393, -3.92978, 0.92115], [-0.77366, -4.44422, 2.16682], [0.93958, -6.02240, 2.87076], [2.57051, -5.39806, 4.63356], [2.42857, -3.15577, 5.67657], [0.74117, -1.56980, 4.96701]], "atomic_forces_ev_per_a": [[-0.04, -0.14, 0.05], [0.03, -0.02, -0.04], [0.22, -0.18, 0.07], [-0.13, 0.14, -0.06], [0.00, -0.01, 0.01], [0.08, 0.13, 0.04], [-0.06, -0.02, -0.38], [0.14, 0.03, 0.47], [-0.01, 0.01, 0.01], [0.00, 0.00, -0.02], [0.00, 0.00, 0.00], [0.01, 0.01, -0.02], [0.00, -0.02, 0.02], [0.03, 0.11, -0.04], [-0.05, 0.06, -0.05], [0.11, 0.04, -0.05], [-0.20, -0.19, 0.21], [0.14, 0.02, -0.15], [-0.01, 0.02, -0.14], [-0.11, -0.02, 0.38], [-0.05, -0.11, -0.12], [0.10, 0.04, -0.01], [0.02, -0.15, -0.06], [0.02, 0.10, 0.05], [-0.06, -0.07, 0.00], [0.10, -0.11, 0.00], [-0.16, 0.12, -0.09], [-0.06, -0.19, 0.00], [0.17, 0.19, 0.56], [-0.10, 0.14, -0.12], [0.10, 0.02, 0.10], [-0.06, 0.03, 0.05], [-0.02, 0.00, 0.00], [0.03, 0.00, 0.00], [-0.02, 0.00, -0.03], [0.00, -0.01, 0.05], [0.02, 0.02, 0.05], [0.01, -0.04, -0.02], [-0.02, 0.00, -0.01], [0.03, -0.02, 0.00], [-0.01, -0.05, -0.02], [0.00, 0.09, -0.01], [0.00, 0.00, 0.00], [-0.01, 0.00, 0.00], [0.01, 0.00, -0.01], [0.01, 0.00, 0.00], [0.02, -0.01, -0.01], [-0.29, 0.07, -0.82], [0.13, -0.14, 0.44], [-0.03, -0.01, -0.13], [0.01, 0.00, 0.08], [0.03, -0.02, 0.00], [-0.06, 0.00, -0.03], [0.01, 0.03, 0.08], [0.04, -0.02, -0.05], [0.11, 0.07, -0.17], [0.01, 0.09, 0.11], [-0.04, -0.03, -0.01], [0.01, -0.01, -0.01], [-0.06, -0.01, 0.03], [0.00, -0.03, -0.04], [-0.11, 0.03, -0.16], [-0.10, -0.09, 0.01], [0.05, -0.01, 0.05], [-0.03, 0.01, -0.03], [0.04, -0.04, 0.02], [0.04, 0.17, 0.03], [-0.01, -0.06, 0.02], [0.00, 0.00, 0.01], [0.00, 0.01, 0.00], [-0.01, 0.00, 0.01], [-0.01, -0.01, -0.01], [-0.01, 0.00, -0.01], [0.00, 0.00, 0.00], [0.00, 0.00, 0.00], [0.00, 0.00, -0.01], [0.02, 0.03, -0.06], [0.00, 0.03, -0.01], [0.01, 0.00, -0.01], [0.00, 0.00, 0.00], [0.00, 0.00, 0.01], [0.01, 0.00, -0.01]], "total_energy_ev": -120331.631, "lumo_energy_ev": [-0.34, -0.68], "total_charge": 0, "s2": 0.810, "spin_multiplicity": 2, "e_above_lowest_ev": 0.0656, "orbital_gap_ev": [5.75, 6.43]}